Here is one molecule with the formula C4H10N2 from the OMol25 dataset. Energies are from the ωB97M-V functional and the def2-TZVPD basis.

The geometry in XYZ format:
```
16
Properties=species:S:1:pos:R:3:forces:R:3
C 1.837 -1.288 -0.816 0.7 -0.8 1.0
N 1.256 -1.175 0.296 -0.2 2.2 0.2
C 1.118 0.298 0.667 -0.6 -1.6 0.1
C 0.000 0.762 -0.277 2.7 -0.1 -2.3
C -1.212 -0.038 -0.221 -4.4 -1.6 1.2
N -2.159 0.747 0.690 0.0 -0.1 0.5
H 1.661 -2.254 -1.240 0.8 -0.5 -0.9
H 2.541 -0.534 -1.212 -0.6 -0.2 -0.4
H 2.045 0.861 0.463 -0.3 -0.1 0.4
H 0.749 0.359 1.708 0.6 0.1 -0.3
H -0.201 1.775 -0.091 -0.4 1.4 0.0
H 0.431 0.634 -1.301 -0.1 0.5 0.6
H -1.886 -0.307 -1.123 2.0 0.6 0.8
H -0.915 -1.003 0.310 -1.0 1.0 -0.9
H -2.090 0.270 1.555 0.0 -0.1 1.2
H -3.175 0.894 0.593 0.9 -0.6 -1.1
```
Forces are in eV/Å.

Values from the calculation:
Gap between HOMO and LUMO = 10.13 eV
SMILES = C=NCCCN
Relative energy (zero: lowest compared OMol25 entry of this formula, charge and spin) = 60.44 kcal per mole
E_LUMO = 1.19 eV



Here is C27H22BN10O2V as an isolated structure from the OMol25 dataset. Energies are from the ωB97M-V functional and the def2-TZVPD basis.

The geometry in XYZ format:
```
63
Properties=species:S:1:pos:R:3:forces:R:3
V 0.276 0.587 0.118 -0.9 1.9 -0.4
O -0.222 4.559 -0.430 -0.3 -0.5 0.2
C -0.306 3.364 -0.178 -0.1 0.9 -0.1
N 0.619 2.403 -0.388 -0.3 1.0 -0.2
C 1.852 2.723 -0.919 1.6 0.0 -0.4
C 2.235 3.896 -1.566 -0.3 0.0 -0.1
C 3.544 4.039 -1.994 0.3 -0.1 0.0
C 4.486 3.047 -1.754 -0.1 0.2 -0.1
C 4.126 1.874 -1.118 -0.1 -0.3 0.1
C 2.801 1.690 -0.722 0.3 1.4 -0.5
N 2.259 0.610 -0.078 0.8 -0.9 0.9
C 3.028 -0.359 0.495 0.6 1.1 -0.8
O 4.245 -0.496 0.468 -0.4 -0.4 0.3
C 2.099 -1.247 1.193 -1.2 -0.6 0.5
C 2.231 -2.498 2.017 -0.2 0.1 0.0
C 2.001 -3.637 1.052 0.1 -0.1 -0.2
C 0.780 -3.819 0.561 -0.1 0.0 0.1
C -0.398 -2.914 0.801 -0.5 -0.4 -0.8
N 0.848 -0.956 1.000 2.2 -2.6 1.4
C -1.540 2.786 0.426 -0.6 0.7 0.0
C -2.625 3.598 0.731 0.3 -0.1 -0.1
C -3.782 3.012 1.212 0.2 -0.3 0.0
C -3.780 1.638 1.387 0.1 0.1 0.0
C -2.636 0.909 1.096 -0.7 -0.3 0.4
N -1.531 1.463 0.610 -0.7 0.6 0.6
H 1.513 4.679 -1.733 0.1 0.0 0.0
H 3.835 4.942 -2.511 0.0 0.1 0.0
H 5.510 3.186 -2.071 0.1 0.0 0.0
H 4.852 1.104 -0.919 0.0 0.0 0.0
H 3.140 -2.580 2.605 0.0 0.1 0.0
H 2.826 -4.271 0.783 0.1 -0.2 -0.1
H 0.586 -4.643 -0.108 0.0 -0.1 -0.1
H -1.203 -3.456 1.310 0.1 0.1 0.0
H -2.532 4.660 0.570 0.1 0.1 -0.1
H -4.658 3.603 1.433 0.0 0.0 0.0
H -4.657 1.122 1.741 0.0 -0.1 0.1
H -2.609 -0.154 1.280 0.0 0.1 -0.1
C 0.492 -0.926 -3.649 0.0 0.0 0.0
C 0.543 0.085 -2.698 0.0 -0.1 -0.3
N 0.217 -0.411 -1.512 0.4 -0.2 -1.4
N -0.048 -1.712 -1.650 0.2 -1.0 -0.3
C 0.105 -2.046 -2.941 0.1 0.3 -0.3
B -0.998 -2.508 -0.716 0.3 0.3 0.7
N 0.023 -1.844 1.740 0.2 -0.6 0.9
C 0.936 -2.396 2.812 0.3 0.2 0.9
C 0.758 -1.345 3.862 0.2 0.3 -0.2
C -0.353 -0.649 3.527 0.5 -0.7 0.1
N -0.928 -1.008 2.351 -1.4 0.2 -0.4
N -2.282 -1.668 -0.712 -0.6 0.0 0.2
C -3.529 -2.070 -0.408 -0.3 0.1 0.1
C -4.416 -1.120 -0.868 0.0 -0.1 0.1
C -3.598 -0.151 -1.458 0.0 -0.3 0.0
N -2.324 -0.492 -1.354 -0.4 0.4 -0.6
H 0.702 -0.844 -4.696 0.1 0.0 -0.2
H 0.783 1.128 -2.821 0.1 0.0 0.1
H -0.082 -3.044 -3.289 -0.1 -0.1 0.1
H -1.227 -3.556 -1.239 0.1 -0.3 -0.1
H 0.568 -3.379 3.136 0.1 0.1 -0.2
H 1.351 -1.276 4.748 0.1 0.1 0.3
H -0.818 0.135 4.101 -0.1 0.1 0.1
H -3.719 -2.992 0.104 0.0 -0.3 0.1
H -5.487 -1.137 -0.814 -0.2 0.0 0.1
H -3.879 0.762 -1.951 0.0 0.1 0.0
```
Forces are in eV/Å.

Values from the calculation:
Gap between HOMO and LUMO (spin up / spin down) = 6.86 / 6.69 eV
Relative energy (zero: lowest compared OMol25 entry of this formula, charge and spin) = 132.09 kcal per mole
Multiplicity = 3
⟨S²⟩ = 2.0195
E_LUMO (spin up / spin down) = -0.73 / -0.90 eV



Here is a 2-piece molecular cluster, C4H7N2O overall from the OMol25 dataset. Energies are from the ωB97M-V functional and the def2-TZVPD basis.

The geometry in XYZ format:
```
14
Properties=species:S:1:pos:R:3:forces:R:3
C 1.073 -0.968 -0.294 -0.9 -0.3 0.7
C 0.418 1.358 0.013 0.0 -1.8 -0.4
C -0.998 0.890 0.210 -0.8 0.3 1.9
C -1.234 -0.538 0.222 -3.1 -3.2 3.4
N 1.380 0.293 -0.303 -0.4 -1.7 -0.9
N -0.107 -1.430 0.046 -0.1 0.4 -0.1
O -1.662 0.195 -0.829 0.3 -0.4 -1.7
H 1.716 -1.795 -0.497 1.3 0.3 -0.4
H 0.558 2.018 -0.753 -0.3 2.1 -2.2
H 0.889 1.794 0.815 0.1 1.3 2.5
H -1.753 1.458 0.796 1.2 0.2 -0.3
H -2.442 -1.333 1.149 3.4 2.2 -2.5
H 2.220 0.475 -0.814 0.5 0.7 0.0
H -0.058 -2.417 0.238 -1.2 -0.1 0.0
```
Forces are in eV/Å.

Values from the calculation:
Gap between HOMO and LUMO = 11.22 eV
Net charge = +1
Relative energy (zero: lowest compared OMol25 entry of this formula, charge and spin) = 98.79 kcal per mole
E_LUMO = -3.77 eV



Here is one molecule with the formula C3H5NOS from the OMol25 dataset. Energies are from the ωB97M-V functional and the def2-TZVPD basis.

The geometry in XYZ format:
```
11
Properties=species:S:1:pos:R:3:forces:R:3
C -0.114 0.393 -0.520 -0.4 -3.5 -1.2
C -0.385 -0.187 0.925 -1.0 0.5 -3.0
C 0.550 -1.281 1.258 0.7 -0.1 -0.2
S 0.001 -2.689 1.866 1.0 0.9 -0.4
N -0.260 1.038 1.830 -0.6 -1.2 0.3
O -1.102 1.011 2.669 0.1 0.6 0.2
H 0.300 1.310 -0.419 1.4 3.0 0.3
H -1.074 0.525 -1.087 0.9 -0.4 0.5
H 0.639 -0.224 -1.163 -1.5 0.8 1.2
H -1.415 -0.584 0.782 0.5 0.4 1.4
H 1.600 -0.973 0.912 -1.1 -1.1 1.0
```
Forces are in eV/Å.

Values from the calculation:
Gap between HOMO and LUMO (spin up / spin down) = 8.11 / 8.11 eV
SMILES = C[C@@H](C=S)N=O
Relative energy (zero: lowest compared OMol25 entry of this formula, charge and spin) = 100.09 kcal per mole
E_LUMO (spin up / spin down) = -0.94 / -0.94 eV



Here is a 4-piece molecular cluster, C18H19BBrF3O2Si overall from the OMol25 dataset. Energies are from the ωB97M-V functional and the def2-TZVPD basis.

The geometry in XYZ format:
```
45
Properties=species:S:1:pos:R:3:forces:R:3
O -5.212 -4.063 -5.276 -0.2 -0.4 -0.5
B -4.304 -3.524 -6.153 -0.1 0.3 0.0
O -3.559 -4.395 -6.878 0.3 -0.1 0.4
Si -4.132 -1.490 -6.241 -0.1 -0.1 0.1
Br -3.757 -0.806 -8.335 0.1 0.0 -0.1
H -6.074 -3.637 -5.247 0.2 0.2 0.3
H -2.758 -4.025 -7.263 -0.2 0.1 -0.2
H -5.398 -0.858 -5.803 0.0 0.0 0.0
H -3.042 -0.956 -5.407 0.0 0.0 0.0
F -1.321 -2.454 -4.260 0.1 -0.1 0.0
C -1.289 -2.382 -2.909 0.0 0.0 0.0
C -0.512 -1.407 -2.316 0.0 0.0 0.0
C -0.492 -1.338 -0.930 0.0 0.0 -0.1
C -1.237 -2.231 -0.170 0.0 0.0 0.0
C -2.009 -3.198 -0.799 0.0 0.0 0.0
C -2.043 -3.282 -2.184 0.0 0.0 0.0
H 0.059 -0.727 -2.933 0.0 0.0 0.0
H 0.108 -0.586 -0.440 0.0 0.0 0.0
H -1.212 -2.168 0.909 0.0 0.0 0.0
H -2.589 -3.896 -0.210 0.0 0.0 0.0
H -2.640 -4.024 -2.699 0.0 0.0 0.0
F 0.357 -0.042 1.867 0.0 0.0 0.1
C -0.003 1.178 2.331 -0.1 0.0 0.0
C -0.273 2.180 1.422 0.0 0.0 0.0
C -0.629 3.430 1.910 0.0 0.0 0.0
C -0.707 3.657 3.277 0.0 0.0 0.0
C -0.430 2.627 4.166 0.0 0.0 0.0
C -0.075 1.370 3.696 -0.1 0.0 0.0
H -0.205 1.982 0.361 0.0 0.0 0.0
H -0.846 4.230 1.214 0.0 0.0 0.0
H -0.983 4.634 3.649 0.0 0.0 0.0
H -0.485 2.798 5.233 0.0 0.0 0.0
H 0.148 0.553 4.369 0.0 0.0 0.0
F 3.425 1.073 5.659 0.0 0.0 0.0
C 4.116 1.491 4.575 0.0 0.0 0.0
C 3.479 1.501 3.351 0.1 0.0 0.0
C 4.193 1.935 2.243 0.0 0.0 0.0
C 5.514 2.341 2.371 0.0 0.0 0.0
C 6.126 2.317 3.617 0.0 0.0 0.0
C 5.427 1.890 4.738 0.0 0.0 0.0
H 2.451 1.181 3.277 0.0 0.0 0.0
H 3.708 1.954 1.275 0.0 0.0 0.0
H 6.065 2.677 1.503 0.0 0.0 0.0
H 7.156 2.631 3.721 0.0 0.0 0.0
H 5.880 1.864 5.719 0.0 0.0 0.0
```
Forces are in eV/Å.

Values from the calculation:
Gap between HOMO and LUMO = 9.85 eV
SMILES = OB(O)[SiH2]Br.Fc1ccccc1.Fc1ccccc1.Fc1ccccc1
E_LUMO = 0.52 eV



Here is a 2-piece molecular cluster, CH8NS overall from the OMol25 dataset. Energies are from the ωB97M-V functional and the def2-TZVPD basis.

The geometry in XYZ format:
```
11
Properties=species:S:1:pos:R:3:forces:R:3
N -0.319 -1.552 1.716 -3.4 -2.8 -0.7
H -0.020 -1.024 2.452 1.1 1.3 3.2
H 0.067 -1.138 0.954 1.0 2.5 -3.5
H 0.033 -2.486 1.614 0.2 -1.0 1.0
H -1.368 -1.557 1.642 1.2 0.1 0.0
C 0.517 1.123 -1.830 -0.2 -1.5 -1.0
S -0.581 1.079 -0.354 -0.5 0.9 -0.1
H 0.006 0.600 -2.782 1.0 1.5 2.3
H 0.930 2.126 -2.064 -0.5 -0.8 0.2
H 1.304 0.451 -1.430 0.0 0.6 -1.1
H -0.568 2.377 0.082 0.1 -0.7 -0.4
```
Forces are in eV/Å.

Values from the calculation:
Gap between HOMO and LUMO = 8.82 eV
Net charge = +1
Relative energy (zero: lowest compared OMol25 entry of this formula, charge and spin) = 22.17 kcal per mole
E_LUMO = -4.15 eV



Number 1: electronic energy -7287.998 eV. Number 2: electronic energy -73715.443 eV. Number 3: electronic energy -9278.506 eV. Number 4: electronic energy -17560.927 eV. Number 5: electronic energy -109821.235 eV. Number 6: electronic energy -13484.448 eV.